1.
# C4H8BrN

2 unconnected molecules or ions with the total composition C4H8BrN in a non-equilibrium geometry (ωB97M-V/def2-TZVPD, the Open Molecules 2025 dataset).

The total energy comes out at -2785.87098 hartree. The calculation puts the energy above the lowest of the compared OMol25 structures with the same formula, charge and spin at 2.152 eV. As for the HOMO energy: -9.40 eV. The maximum force is 5.70 eV/A. Its charge is 0.

Element x y z (Å)
C1 -1.27465 1.22748 0.20639
C2 1.07645 -1.72140 -0.23752
C3 -0.23852 0.87344 -0.69960
C4 1.11531 -0.36603 0.36066
N1 -1.59055 2.25090 0.76826
Br1 -2.61635 -0.33989 0.32076
H1 0.75197 -1.59914 -1.26102
H2 0.41146 -2.27703 0.36414
H3 2.10579 -2.20889 -0.29916
H4 -0.31363 0.11470 -1.41801
H5 0.22818 1.73303 -1.19313
H6 0.56591 -0.31348 1.38619
H7 1.98645 0.12045 0.21811
H8 -2.20782 2.50586 1.48393

Mulliken charges, unit e, in atom order: number 1, C, carries 0.44; number 2, C, carries -0.78; number 3, C, carries -0.78; number 4, C, carries -0.58; number 5, N, carries -0.50; number 6, Br, carries -0.31; number 7, H, carries 0.25; number 8, H, carries 0.28; number 9, H, carries 0.30; number 10, H, carries 0.38; number 11, H, carries 0.31; number 12, H, carries 0.29; number 13, H, carries 0.42; number 14, H, carries 0.29

---

2.
# C6H10O

A molecular structure, C6H10O (ωB97M-V/def2-TZVPD, the Open Molecules 2025 dataset).

The total energy comes out at -309.71376 hartree. The calculation puts the energy above the lowest of the compared OMol25 structures with the same formula, charge and spin at 3.500 eV. As for the HOMO energy: -9.24 eV. The maximum force is 0.40 eV/A. Its charge is 0.

Element x y z (Å)
C1 -0.76244 1.80775 -0.90032
C2 -0.92454 0.49800 -0.72437
C3 0.82317 -1.35700 -1.12436
C4 0.33554 -1.80398 0.20334
O1 1.28994 -1.48716 1.20702
C5 1.10328 -0.07604 0.96187
C6 0.15623 -0.35795 -0.19730
H1 0.16113 2.29913 -0.59848
H2 -1.57155 1.51567 1.62140
H3 -1.52376 2.42928 -1.36163
H4 -1.84404 0.00924 -1.04756
H5 0.19288 -1.62400 -1.97002
H6 1.88799 -1.28278 -1.33171
H7 -0.34444 -2.62987 0.39195
H8 2.04204 0.44590 0.74181
H9 0.60755 0.38512 1.82267
H10 -1.62901 1.22868 2.30569

Mulliken charges, unit e, in atom order: number 1, C, carries -0.73; number 2, C, carries -0.58; number 3, C, carries -0.69; number 4, C, carries -0.25; number 5, O, carries -0.44; number 6, C, carries -0.34; number 7, C, carries 0.80; number 8, H, carries 0.25; number 9, H, carries -0.21; number 10, H, carries 0.28; number 11, H, carries 0.32; number 12, H, carries 0.29; number 13, H, carries 0.22; number 14, H, carries 0.37; number 15, H, carries 0.27; number 16, H, carries 0.23; number 17, H, carries 0.22

---

3.
# C17H58N12O12

12 unconnected molecules or ions with the total composition C17H58N12O12 in a non-equilibrium geometry (ωB97M-V/def2-TZVPD, the Open Molecules 2025 dataset).

The total energy comes out at -2242.37030 hartree. The calculation puts the energy above the lowest of the compared OMol25 structures with the same formula, charge and spin at 1.546 eV. As for the HOMO energy: -8.86 eV. The maximum force is 9.08 eV/A. Its charge is 0.

Element x y z (Å)
C1 4.13339 -1.00819 2.95842
C2 4.55639 0.08881 2.06842
O1 3.77539 0.36881 0.94342
H1 4.89639 -1.34819 3.68842
H2 3.98139 -1.93019 2.38342
H3 3.15139 -0.75519 3.44342
H4 5.55339 -0.14819 1.58942
H5 4.60339 0.99181 2.68942
H6 4.41139 0.49381 0.20342
C3 -4.12861 0.09281 2.83342
C4 -3.12161 1.14481 3.32542
O2 -1.91561 0.47881 3.58042
H7 -5.05161 0.59081 2.44942
H8 -4.30261 -0.78519 3.40742
H9 -3.57661 -0.28919 1.94942
H10 -3.44861 1.62881 4.30042
H11 -2.96461 1.93181 2.59142
H12 -1.97061 -0.01719 4.39742
C5 -0.57661 -1.78819 -3.66258
C6 -0.70461 -2.48619 -2.31258
O3 -1.76761 -1.83119 -1.58658
H13 -0.25761 -0.77019 -3.52358
H14 -1.42061 -1.87319 -4.32258
H15 0.22439 -2.24419 -4.24858
H16 0.30639 -2.48119 -1.86458
H17 -1.02461 -3.54019 -2.43558
H18 -2.04561 -2.39119 -0.82758
C7 0.47339 0.38181 -0.66558
C8 0.34539 -0.50319 0.52242
O4 1.23839 -0.16219 1.51142
H19 0.37439 1.41581 -0.45658
H20 -0.21861 0.20381 -1.52158
H21 1.52639 0.34381 -0.95858
H22 0.31739 -1.61019 0.29742
H23 -0.61861 -0.26719 0.98142
H24 2.14839 -0.19119 1.24742
C9 -5.21661 -0.11719 -4.75758
C10 -4.55361 -0.85219 -3.63758
O5 -3.45261 -0.10319 -3.14258
H25 -4.56461 -0.20719 -5.59558
H26 -5.34061 0.93981 -4.62458
H27 -6.17961 -0.51219 -5.02258
H28 -4.14461 -1.79819 -3.95458
H29 -5.21561 -0.92019 -2.82158
H30 -2.81861 -0.68019 -2.71858
C11 0.23339 2.51681 -2.94758
O6 -0.98961 1.81881 -3.22058
N1 0.28239 3.55881 -2.17058
N2 1.45639 2.17781 -3.35658
H31 -0.66261 3.84381 -1.79758
H32 1.13239 3.96781 -1.74158
H33 1.48039 1.32081 -3.93058
H34 2.31239 2.75881 -3.29058
C12 1.36339 -3.35119 3.22842
O7 1.27839 -4.32519 4.24842
N3 1.67339 -3.64419 2.00142
N4 0.88639 -2.11919 3.41942
H35 2.08939 -4.55219 1.74742
H36 2.01939 -2.86219 1.37742
H37 0.97939 -1.92319 4.38242
H38 0.99539 -1.34019 2.80842
C13 3.42839 -1.97619 -1.56058
O8 2.78739 -2.31819 -0.31758
N5 3.00839 -1.11619 -2.45458
N6 4.59339 -2.48219 -1.86758
H39 2.05139 -0.87419 -2.36158
H40 3.58239 -0.46819 -3.03458
H41 4.80739 -3.30319 -1.33358
H42 4.93939 -2.61719 -2.79758
C14 -1.91661 -2.74819 1.56842
O9 -3.04561 -2.58619 0.88342
N7 -1.68361 -2.16919 2.72142
N8 -1.01361 -3.57819 1.21342
H43 -2.31961 -1.39319 3.02342
H44 -0.62661 -2.10519 3.02542
H45 -1.10961 -4.32519 0.45242
H46 -0.01761 -3.62019 1.55542
C15 -0.69661 3.47581 1.94042
O10 -1.64561 4.28081 2.47542
N9 -0.19561 3.70381 0.78742
N10 -0.10061 2.45181 2.50742
H47 -0.76061 4.37581 0.15242
H48 0.50839 3.14781 0.32442
H49 -0.48761 2.08481 3.40342
H50 0.33039 1.69281 1.98742
C16 3.00539 3.42481 -0.32558
O11 3.94739 2.97081 -1.24158
N11 2.40439 4.56281 -0.45258
N12 2.48539 2.73281 0.65842
H51 2.73139 5.14881 -1.29758
H52 1.56639 4.77781 0.09842
H53 2.92239 1.84181 0.87042
H54 1.91939 3.21481 1.33342
C17 -2.58661 1.24881 -0.12258
O12 -3.81461 1.94481 -0.05658
H55 -2.00461 1.62181 -0.96858
H56 -2.70161 0.17681 -0.13458
H57 -2.08361 1.53281 0.81942
H58 -4.15461 1.93781 -0.93358

Mulliken charges, unit e, in atom order: number 1, C, carries -0.88; number 2, C, carries -0.19; number 3, O, carries -0.64; number 4, H, carries 0.44; number 5, H, carries 0.10; number 6, H, carries 0.05; number 7, H, carries 0.45; number 8, H, carries 0.14; number 9, H, carries 0.24; number 10, C, carries -1.19; number 11, C, carries 0.19; number 12, O, carries -0.65; number 13, H, carries 0.29; number 14, H, carries 0.42; number 15, H, carries 0.17; number 16, H, carries 0.29; number 17, H, carries 0.12; number 18, H, carries 0.34; number 19, C, carries -1.47; number 20, C, carries 0.22; number 21, O, carries -0.27; number 22, H, carries 0.13; number 23, H, carries 0.34; number 24, H, carries 0.43; number 25, H, carries -0.13; number 26, H, carries 0.55; number 27, H, carries 0.02; number 28, C, carries 1.06; number 29, C, carries 1.48; number 30, O, carries 0.14; number 31, H, carries 0.12; number 32, H, carries -0.46; number 33, H, carries 0.55; number 34, H, carries -0.61; number 35, H, carries -0.38; number 36, H, carries -0.21; number 37, C, carries -1.42; number 38, C, carries -0.03; number 39, O, carries -0.37; number 40, H, carries 0.34; number 41, H, carries 0.33; number 42, H, carries 0.37; number 43, H, carries 0.24; number 44, H, carries 0.30; number 45, H, carries 0.08; number 46, C, carries 0.15; number 47, O, carries -0.48; number 48, N, carries -0.24; number 49, N, carries -0.28; number 50, H, carries 0.24; number 51, H, carries 0.10; number 52, H, carries 0.30; number 53, H, carries 0.20; number 54, C, carries 0.31; number 55, O, carries -0.77; number 56, N, carries -0.22; number 57, N, carries -0.02; number 58, H, carries 0.22; number 59, H, carries 0.16; number 60, H, carries 0.26; number 61, H, carries -0.01; number 62, C, carries 0.13; number 63, O, carries -0.49; number 64, N, carries -0.14; number 65, N, carries -0.45; number 66, H, carries -0.13; number 67, H, carries 0.28; number 68, H, carries 0.30; number 69, H, carries 0.24; number 70, C, carries 0.45; number 71, O, carries -0.77; number 72, N, carries -0.28; number 73, N, carries -0.05; number 74, H, carries -0.03; number 75, H, carries 0.28; number 76, H, carries 0.32; number 77, H, carries -0.01; number 78, C, carries 0.11; number 79, O, carries -0.76; number 80, N, carries 0.27; number 81, N, carries 0.07; number 82, H, carries 0.30; number 83, H, carries -1.04; number 84, H, carries 0.35; number 85, H, carries -0.26; number 86, C, carries 0.29; number 87, O, carries -0.75; number 88, N, carries -0.43; number 89, N, carries 0.05; number 90, H, carries 0.34; number 91, H, carries 0.42; number 92, H, carries -0.01; number 93, H, carries 0.54; number 94, C, carries 0.49; number 95, O, carries -0.66; number 96, H, carries 0.32; number 97, H, carries 0.04; number 98, H, carries -0.65; number 99, H, carries 0.38